No. 1
C20H16BF3O2 | the ωB97M-V functional and the def2-TZVPD basis

As for the HOMO energy: -0.2082 Ha. As for the structure (SMILES): FB(F)[C@H]1C=CC=C2OC(c3ccccc3)=CC=C21.Cc1ccc(F)o1. For the molar mass, the calculation gives 356.15 g mol⁻¹. Its gap between HOMO and LUMO is 0.1928 Eh.

Geometry (Å):
F  1.00938  -2.05303  -2.85706
B  1.62008  -1.84495  -1.65877
F  1.95582  -0.64093  -1.24810
C  0.47480  -3.16390  -0.80097
C  1.70662  -3.87400  -0.82548
C  2.69437  -3.60095  0.09217
C  2.56357  -2.50004  0.91642
C  1.32945  -1.84091  0.98391
O  1.26684  -0.88223  1.99445
C  0.32400  0.12516  1.93276
C  0.32333  1.04065  3.12498
C  -0.93013  1.59704  3.50660
C  -1.10425  2.28584  4.70916
C  -0.04885  2.46199  5.61024
C  1.20347  1.95645  5.23521
C  1.39517  1.27272  4.02538
C  -0.67338  0.05479  0.95792
C  -0.80790  -0.97168  -0.00761
C  0.23246  -2.02529  0.08619
H  -0.30960  -3.61135  -1.40646
H  1.81926  -4.72004  -1.50059
H  3.57935  -4.23533  0.19638
H  3.38926  -2.19909  1.54529
H  -1.78146  1.44868  2.83897
H  -2.08730  2.67051  4.95881
H  -0.20788  2.93871  6.58513
H  2.03076  2.09863  5.93259
H  2.39770  0.93240  3.76676
H  -1.39375  0.89859  0.95470
H  -1.79307  -1.22541  -0.41831
C  -0.28530  2.50018  -4.93916
C  -1.27398  1.59042  -4.32170
C  -2.39352  0.96769  -4.79063
C  -3.08989  0.42520  -3.67006
C  -2.47268  0.90395  -2.54276
F  -2.72572  0.55998  -1.29734
O  -1.32951  1.50252  -2.90215
H  -0.55152  2.88763  -5.95757
H  -0.15717  3.41506  -4.32590
H  0.73935  2.08845  -5.07779
H  -2.76612  1.06945  -5.80469
H  -3.87204  -0.30353  -3.60093

Force components x, y, z for each atom (eV/Å):
F 1.97 0.89 0.03
B -4.54 -1.36 -0.84
F 1.15 -1.03 -0.80
C 0.18 2.04 -0.01
C 1.21 -0.85 0.54
C 0.92 -0.83 -0.91
C -1.63 0.89 1.09
C 1.45 1.21 1.51
O 0.44 -1.08 -0.83
C -2.05 0.62 -1.08
C -0.74 -0.04 0.44
C 0.45 0.01 0.04
C 0.17 -0.05 -0.23
C 0.22 -0.48 -0.53
C -0.33 0.14 0.11
C -0.22 -0.10 -0.47
C 1.00 1.68 2.03
C 1.88 -3.68 0.79
C -2.06 1.25 0.18
H 0.02 0.80 -0.20
H -0.15 0.20 0.10
H -0.23 0.33 -0.45
H -0.27 0.10 0.25
H 0.19 0.04 0.43
H 0.03 -0.05 -0.06
H 0.14 -0.15 -0.52
H -0.05 -0.13 -0.36
H -0.27 -0.09 0.11
H 0.53 -0.78 -0.07
H 0.81 0.25 -0.15
C 1.19 1.13 -0.44
C -1.72 -0.30 1.03
C 0.48 0.40 0.01
C -0.35 0.35 1.31
C 0.18 -1.71 -3.07
F 0.40 0.88 -0.05
O 0.87 1.11 0.22
H -0.30 -0.69 0.91
H -0.11 -0.51 -0.16
H -0.67 -0.07 0.33
H 0.29 -0.48 0.12
H -0.50 0.15 -0.35



No. 2
C20H16BN3O2 | the ωB97M-V functional and the def2-TZVPD basis

As for the HOMO energy: -0.2778 Ha. As for the structure (SMILES): OB(O)c1ccc([C@@H]2Nc3ccccc3-c3ccnc4[nH]cc2c34)cc1. For the molar mass, the calculation gives 341.18 g mol⁻¹. Its gap between HOMO and LUMO is 0.2879 Eh.

Geometry (Å):
O  -5.50836  -3.96086  0.23005
B  -4.93868  -2.99590  1.11019
O  -5.49168  -3.01870  2.37981
C  -3.82604  -1.90036  0.68010
C  -3.46571  -1.04440  1.70517
C  -2.37739  -0.27359  1.57601
C  -1.60770  -0.34599  0.38948
C  -0.29419  0.44930  0.42540
N  -0.08678  0.92116  -0.93476
C  0.77739  1.83810  -1.42649
C  0.24238  2.77256  -2.37598
C  1.10883  3.74231  -2.92872
C  2.38526  3.94743  -2.36854
C  2.88592  3.09461  -1.41382
C  2.15579  1.96019  -1.02256
C  2.83986  0.91070  -0.29109
C  4.17753  0.69378  -0.51435
C  4.92330  -0.05475  0.37278
N  4.45894  -0.74108  1.43625
C  3.11880  -0.79378  1.36595
N  2.28615  -1.64189  2.15077
C  0.99355  -1.31884  1.86431
C  0.91281  -0.37350  0.84500
C  2.21304  -0.04673  0.57023
C  -1.87903  -1.31036  -0.61510
C  -2.96544  -2.07053  -0.42966
H  -5.17199  -3.85155  -0.70957
H  -6.06725  -3.85976  2.46401
H  -4.12595  -0.99601  2.53399
H  -2.20147  0.46886  2.40467
H  -0.35485  1.32199  1.02391
H  -1.05685  0.91278  -1.30131
H  -0.68744  2.54907  -2.87092
H  0.90655  4.35103  -3.77711
H  2.90417  4.82876  -2.72373
H  3.82740  3.33301  -0.90727
H  4.63398  1.30077  -1.25779
H  6.05780  -0.02875  0.20712
H  2.59515  -2.52439  2.54539
H  0.08269  -1.84027  2.18386
H  -1.27638  -1.48859  -1.50389
H  -3.10407  -2.91585  -1.09180

Force components x, y, z for each atom (eV/Å):
O 1.60 1.29 -1.00
B -1.06 -0.35 -1.16
O -0.53 -1.90 -0.40
C -0.40 -2.41 0.45
C -1.59 -0.81 -0.92
C 1.61 2.10 -0.28
C 1.23 0.01 1.58
C 1.01 -1.41 -1.42
N -2.28 -1.58 -0.77
C 0.63 2.11 -0.18
C 2.40 0.07 -0.82
C 0.34 -1.30 1.49
C -0.82 0.36 -0.40
C -0.18 0.16 0.11
C -1.50 0.14 -0.41
C -1.19 -1.31 0.41
C -0.19 0.68 0.72
C 2.62 -0.47 0.65
N -0.85 0.03 -1.81
C -1.06 -1.20 0.94
N 0.96 0.76 -0.31
C -1.87 -0.15 -1.61
C -1.82 -0.62 2.57
C 3.49 1.89 -1.24
C 1.31 1.87 0.65
C -2.28 -1.38 0.84
H -0.63 -0.26 1.80
H 1.26 2.13 -0.22
H -0.23 0.13 0.86
H 0.43 -0.77 -1.18
H -0.38 0.73 1.20
H 1.43 0.69 -0.55
H -0.43 0.11 0.24
H -0.84 0.35 -0.42
H 0.37 -0.15 0.19
H -0.23 -0.33 -0.39
H 0.67 0.11 -0.46
H -1.70 -0.22 0.55
H -0.08 0.52 0.05
H 0.87 -0.05 0.46
H 0.27 0.37 0.41
H -0.35 0.06 -0.23



No. 3
C20H16BrNO7ReS | the ωB97M-V functional and the def2-TZVPD basis

As for the multiplicity: 4. As for the HOMO energy (alpha / beta): -0.2928 / -0.3184 Ha. For the molar mass, the calculation gives 680.53 g mol⁻¹. Its gap between HOMO and LUMO (alpha / beta) is 0.2619 / 0.2644 Eh.

Geometry (Å):
Re  0.54304  -0.98231  0.39059
O  4.49988  -0.56815  0.61630
C  3.42727  -0.03746  0.55605
O  2.39666  -0.59569  -0.10158
C  3.17568  1.34693  1.12586
C  2.27072  2.23422  0.25766
C  2.40935  3.69457  0.69881
C  1.60536  3.68871  2.02460
C  1.17086  2.22350  2.10143
O  0.95121  1.89243  0.71734
C  2.37941  1.34678  2.47725
C  1.98708  -0.02825  2.97978
O  2.43172  -0.49283  3.99237
O  1.03553  -0.64395  2.26930
H  4.15964  1.78848  1.26901
H  2.34298  2.05383  -0.81233
H  1.95792  4.36038  -0.03474
H  3.45110  3.98549  0.82652
H  0.73694  4.34219  1.96285
H  2.19563  3.98656  2.88989
H  0.26604  2.02233  2.66968
H  2.97088  1.80127  3.26877
O  -3.10180  -2.58754  1.49099
C  -2.13183  -2.54414  0.77254
O  -1.13530  -1.72060  1.06500
C  -2.07774  -3.32744  -0.50857
C  -3.20029  -4.12921  -0.74023
C  -3.31747  -4.91149  -1.86976
C  -2.29233  -4.90383  -2.80745
C  -1.17522  -4.12128  -2.59898
C  -1.04595  -3.32430  -1.45530
S  0.49826  -2.45614  -1.40772
H  -3.97867  -4.11487  0.00933
H  -4.19632  -5.52402  -2.01878
H  -2.35956  -5.51084  -3.70113
H  -0.37163  -4.12023  -3.32432
Br  -3.34116  3.51949  -2.70342
C  -2.29321  2.21237  -1.86102
C  -2.67712  1.69899  -0.63497
C  -1.88073  0.74056  -0.04221
N  -0.75957  0.29639  -0.62672
C  -0.39181  0.79490  -1.81733
C  -1.13245  1.75694  -2.46679
H  -3.57701  2.02941  -0.13848
H  -2.13187  0.30111  0.91283
H  0.51500  0.39374  -2.24724
H  -0.80912  2.13299  -3.42570

Force components x, y, z for each atom (eV/Å):
Re -0.47 -0.01 0.14
O 0.04 -0.01 0.11
C -0.08 -0.01 -0.42
O 0.24 0.21 -0.03
C 0.02 0.02 0.16
C 0.00 -0.02 -0.07
C 0.01 0.01 0.00
C 0.02 0.00 0.00
C -0.08 -0.04 0.01
O 0.11 0.11 0.10
C 0.14 0.10 -0.04
C -0.29 -0.02 0.15
O 0.11 -0.02 -0.06
O 0.12 -0.15 -0.04
H -0.01 0.01 0.00
H 0.01 0.00 0.00
H 0.00 0.00 -0.01
H -0.01 0.00 0.00
H -0.01 -0.01 0.00
H 0.00 0.00 -0.01
H 0.01 0.00 0.01
H 0.00 -0.01 0.00
O -0.01 -0.13 0.06
C -0.05 0.49 -0.18
O -0.06 -0.29 0.25
C 0.05 -0.11 0.03
C 0.01 -0.01 -0.01
C 0.00 0.01 -0.01
C 0.00 -0.01 0.00
C -0.03 -0.01 0.01
C 0.02 0.02 -0.01
S 0.06 -0.02 0.10
H 0.00 0.00 0.00
H 0.00 0.00 0.00
H 0.00 0.00 0.00
H 0.00 0.01 0.00
Br -0.01 0.02 -0.01
C 0.01 0.00 -0.01
C 0.01 -0.03 0.04
C 0.00 0.02 -0.03
N 0.20 -0.12 -0.24
C -0.07 0.02 -0.01
C 0.01 0.00 0.01
H 0.00 0.00 -0.01
H -0.01 0.00 0.00
H 0.00 -0.02 0.00
H -0.01 0.00 0.00



No. 4
C20H16CeN3O4S | the ωB97M-V functional and the def2-TZVPD basis

As for the multiplicity: 2. As for the HOMO energy (alpha / beta): -0.2889 / -0.2940 Ha. For the molar mass, the calculation gives 534.55 g mol⁻¹. Its gap between HOMO and LUMO (alpha / beta) is 0.2880 / 0.2932 Eh.

Geometry (Å):
Ce  -0.47081  -0.97055  -1.22663
C  4.11604  -1.71346  -1.03088
O  4.49658  -0.36519  -1.32925
C  3.76335  0.68330  -0.85268
C  4.48855  1.80297  -0.47369
C  3.87355  2.94810  0.02231
C  2.49672  2.96494  0.13738
C  1.74271  1.86462  -0.27369
C  0.27588  2.05281  -0.20769
N  -0.58577  1.34507  -0.81212
N  -1.94870  1.69819  -0.55710
C  -2.80090  0.83441  -1.00184
O  -2.52276  -0.30668  -1.62387
C  -4.23952  1.13075  -0.73190
C  -4.67681  2.43619  -0.52636
C  -6.01779  2.69009  -0.28090
C  -6.92778  1.63943  -0.22780
C  -6.49368  0.33627  -0.43022
C  -5.15169  0.08380  -0.69197
C  2.36213  0.70181  -0.76735
O  1.62566  -0.33893  -1.15161
H  4.99657  -2.31831  -1.23084
H  3.28389  -2.05281  -1.63015
H  3.85292  -1.80544  0.02431
H  5.56729  1.74447  -0.56682
H  4.46373  3.80495  0.31998
H  1.98259  3.83999  0.52005
H  -0.09578  2.88635  0.38942
H  -3.95831  3.24428  -0.55951
H  -6.35209  3.70911  -0.13146
H  -7.97449  1.83786  -0.03262
H  -7.19775  -0.48558  -0.39009
H  -4.81340  -0.92814  -0.86817
O  -0.50565  -1.38712  0.92528
N  0.57816  -2.17948  1.20985
C  1.37791  -1.75438  2.22789
C  2.43819  -2.49735  2.62601
C  2.68490  -3.71076  1.95871
C  1.89421  -4.09686  0.91981
C  0.79583  -3.31142  0.48040
S  -0.14950  -3.75011  -0.88536
H  1.07277  -0.81352  2.65696
H  3.05917  -2.14136  3.43541
H  3.51448  -4.33898  2.26063
H  2.07942  -5.01334  0.37820

Force components x, y, z for each atom (eV/Å):
Ce 0.43 -1.82 -1.66
C 0.14 0.43 0.29
O -0.07 -0.28 -0.28
C 0.22 0.07 0.30
C 0.11 -0.01 0.05
C -0.14 -0.05 0.00
C 0.27 0.09 0.00
C -0.80 0.49 0.17
C 0.91 0.32 0.18
N -1.36 0.55 0.00
N 0.86 0.38 0.08
C -0.37 -0.62 -0.32
O -0.96 1.57 0.25
C 0.14 -0.08 -0.15
C -0.06 0.06 0.07
C 0.05 -0.09 -0.01
C 0.03 0.00 -0.01
C 0.12 0.06 -0.01
C -0.22 -0.02 -0.01
C -0.53 -0.50 -0.30
O 0.88 0.66 0.08
H 0.05 0.01 -0.03
H -0.18 -0.02 -0.19
H -0.03 -0.01 0.06
H -0.05 0.02 0.01
H 0.00 -0.05 -0.02
H 0.05 -0.03 -0.01
H 0.09 0.07 0.00
H -0.01 -0.03 -0.01
H -0.01 -0.02 0.00
H 0.02 0.00 0.00
H 0.01 0.03 0.00
H 0.05 0.02 0.00
O 0.90 -0.78 1.31
N -0.72 0.45 -0.06
C -0.44 -0.08 -0.37
C 0.20 -0.18 0.05
C 0.22 0.05 0.26
C -0.28 0.04 -0.24
C 0.37 -0.07 0.22
S 0.13 -0.62 0.33
H -0.02 0.02 0.01
H 0.01 -0.07 -0.03
H -0.03 0.05 0.00
H 0.00 0.02 0.01



Repeat the second record exactly.
C20H16BN3O2 | the ωB97M-V functional and the def2-TZVPD basis

As for the HOMO energy: -0.2778 Ha. As for the structure (SMILES): OB(O)c1ccc([C@@H]2Nc3ccccc3-c3ccnc4[nH]cc2c34)cc1. For the molar mass, the calculation gives 341.18 g mol⁻¹. Its gap between HOMO and LUMO is 0.2879 Eh.

Geometry (Å):
O  -5.50836  -3.96086  0.23005
B  -4.93868  -2.99590  1.11019
O  -5.49168  -3.01870  2.37981
C  -3.82604  -1.90036  0.68010
C  -3.46571  -1.04440  1.70517
C  -2.37739  -0.27359  1.57601
C  -1.60770  -0.34599  0.38948
C  -0.29419  0.44930  0.42540
N  -0.08678  0.92116  -0.93476
C  0.77739  1.83810  -1.42649
C  0.24238  2.77256  -2.37598
C  1.10883  3.74231  -2.92872
C  2.38526  3.94743  -2.36854
C  2.88592  3.09461  -1.41382
C  2.15579  1.96019  -1.02256
C  2.83986  0.91070  -0.29109
C  4.17753  0.69378  -0.51435
C  4.92330  -0.05475  0.37278
N  4.45894  -0.74108  1.43625
C  3.11880  -0.79378  1.36595
N  2.28615  -1.64189  2.15077
C  0.99355  -1.31884  1.86431
C  0.91281  -0.37350  0.84500
C  2.21304  -0.04673  0.57023
C  -1.87903  -1.31036  -0.61510
C  -2.96544  -2.07053  -0.42966
H  -5.17199  -3.85155  -0.70957
H  -6.06725  -3.85976  2.46401
H  -4.12595  -0.99601  2.53399
H  -2.20147  0.46886  2.40467
H  -0.35485  1.32199  1.02391
H  -1.05685  0.91278  -1.30131
H  -0.68744  2.54907  -2.87092
H  0.90655  4.35103  -3.77711
H  2.90417  4.82876  -2.72373
H  3.82740  3.33301  -0.90727
H  4.63398  1.30077  -1.25779
H  6.05780  -0.02875  0.20712
H  2.59515  -2.52439  2.54539
H  0.08269  -1.84027  2.18386
H  -1.27638  -1.48859  -1.50389
H  -3.10407  -2.91585  -1.09180

Force components x, y, z for each atom (eV/Å):
O 1.60 1.29 -1.00
B -1.06 -0.35 -1.16
O -0.53 -1.90 -0.40
C -0.40 -2.41 0.45
C -1.59 -0.81 -0.92
C 1.61 2.10 -0.28
C 1.23 0.01 1.58
C 1.01 -1.41 -1.42
N -2.28 -1.58 -0.77
C 0.63 2.11 -0.18
C 2.40 0.07 -0.82
C 0.34 -1.30 1.49
C -0.82 0.36 -0.40
C -0.18 0.16 0.11
C -1.50 0.14 -0.41
C -1.19 -1.31 0.41
C -0.19 0.68 0.72
C 2.62 -0.47 0.65
N -0.85 0.03 -1.81
C -1.06 -1.20 0.94
N 0.96 0.76 -0.31
C -1.87 -0.15 -1.61
C -1.82 -0.62 2.57
C 3.49 1.89 -1.24
C 1.31 1.87 0.65
C -2.28 -1.38 0.84
H -0.63 -0.26 1.80
H 1.26 2.13 -0.22
H -0.23 0.13 0.86
H 0.43 -0.77 -1.18
H -0.38 0.73 1.20
H 1.43 0.69 -0.55
H -0.43 0.11 0.24
H -0.84 0.35 -0.42
H 0.37 -0.15 0.19
H -0.23 -0.33 -0.39
H 0.67 0.11 -0.46
H -1.70 -0.22 0.55
H -0.08 0.52 0.05
H 0.87 -0.05 0.46
H 0.27 0.37 0.41
H -0.35 0.06 -0.23